No. 1
{
  "formula": "C39H77ClIN8O9",
  "method": "the ωB97M-V functional and the def2-TZVPD basis",
  "energy_ev": -92657.764,
  "e_above_lowest_kcal_mol": 0.00,
  "charge": 1,
  "gap_ev": 6.897,
  "species": ["C", "C", "O", "C", "C", "O", "C", "C", "C", "N", "C", "C", "C", "C", "I", "N", "N", "C", "C", "C", "C", "C", "C", "C", "C", "C", "O", "C", "C", "C", "C", "O", "Cl", "H", "H", "H", "H", "H", "H", "H", "H", "H", "H", "H", "H", "H", "H", "H", "H", "H", "H", "H", "H", "H", "H", "H", "H", "H", "H", "H", "H", "H", "H", "H", "H", "H", "H", "H", "H", "H", "H", "H", "H", "H", "H", "C", "C", "O", "N", "C", "H", "H", "H", "H", "H", "H", "H", "C", "C", "O", "N", "C", "H", "H", "H", "H", "H", "H", "H", "C", "C", "O", "N", "C", "H", "H", "H", "H", "H", "H", "H", "C", "C", "O", "N", "C", "H", "H", "H", "H", "H", "H", "H", "C", "C", "O", "N", "C", "H", "H", "H", "H", "H", "H", "H"],
  "xyz": [[1.0916, 3.1105, -0.3559], [2.0630, 3.0713, 0.8265], [1.4165, 3.1953, 2.0833], [1.4764, 2.0630, 2.9251], [0.4282, 1.0287, 2.5853], [-0.8534, 1.4902, 2.9886], [-1.8454, 0.5207, 3.1868], [-2.5473, 0.2500, 1.8633], [-2.1906, -0.8599, 1.0327], [-1.2728, -1.8999, 1.3362], [-2.8169, -0.9489, -0.2450], [-2.5022, -2.0015, -1.2709], [-1.0502, -2.1330, -1.7637], [-0.2868, -3.3745, -1.2765], [0.0533, -0.3335, -1.4316], [-3.7615, -0.0861, -0.6177], [-4.1306, 0.8978, 0.1864], [-5.3485, 1.6412, -0.2732], [-5.6355, 1.6653, -1.7650], [-4.8363, 2.6791, -2.6012], [-3.6683, 2.1746, -3.4625], [-2.5071, 3.1727, -3.6217], [-1.9774, 3.2676, -5.0591], [-1.1793, 2.0431, -5.5029], [-0.9864, 1.9677, -7.0192], [0.2614, 1.2112, -7.4404], [0.3681, -0.0086, -6.7064], [1.6862, -0.4101, -6.4062], [-3.5485, 1.1310, 1.3942], [-4.0639, 2.3124, 2.1762], [-3.6175, 3.6660, 1.6578], [-4.3074, 4.3524, 1.0821], [-2.0057, 4.0871, 2.0099], [1.0501, 4.0977, -0.8184], [0.0900, 2.8492, -0.0051], [1.3805, 2.3921, -1.1251], [2.6445, 2.1434, 0.8061], [2.7795, 3.8939, 0.7592], [2.4594, 1.5797, 2.8944], [1.3090, 2.4031, 3.9494], [0.6761, 0.0894, 3.0962], [0.4272, 0.8538, 1.5008], [-1.4192, -0.3961, 3.5947], [-2.5421, 0.9107, 3.9306], [-0.3151, -1.6114, 1.1520], [-1.3237, -2.1816, 2.3076], [-2.8109, -2.9792, -0.8815], [-3.1563, -1.7623, -2.1109], [-1.1118, -2.2011, -2.8502], [-0.7609, -3.8057, -0.3946], [0.7506, -3.1558, -1.0330], [-0.2912, -4.1253, -2.0705], [-5.2584, 2.6693, 0.0688], [-6.1630, 1.1597, 0.2745], [-5.6224, 0.6683, -2.2032], [-6.6805, 1.9903, -1.8065], [-5.5568, 3.1426, -3.2792], [-4.4812, 3.4822, -1.9446], [-3.3077, 1.2093, -3.0983], [-4.0637, 1.9950, -4.4687], [-1.6821, 2.9143, -2.9415], [-2.8484, 4.1682, -3.3129], [-2.8338, 3.4209, -5.7244], [-1.3441, 4.1576, -5.1459], [-1.6793, 1.1397, -5.1496], [-0.1929, 2.0976, -5.0302], [-0.9043, 2.9906, -7.4016], [-1.8656, 1.5069, -7.4780], [1.1470, 1.8304, -7.2649], [0.2193, 0.9590, -8.5041], [1.7450, -1.4988, -6.4775], [1.9562, -0.1219, -5.3821], [2.4134, 0.0360, -7.0903], [-5.1548, 2.3495, 2.1323], [-3.7779, 2.2116, 3.2226], [4.8783, 2.1313, -10.4300], [4.3654, 1.2434, -9.3204], [3.4663, 1.6044, -8.5757], [4.9414, 0.0217, -9.1818], [6.0072, -0.5638, -9.9722], [4.3161, 3.0588, -10.4019], [5.9380, 2.3513, -10.2985], [4.7425, 1.6604, -11.4039], [4.5587, -0.5270, -8.4284], [5.6751, -1.4831, -10.4562], [6.8731, -0.7954, -9.3504], [6.3204, 0.1310, -10.7435], [1.4864, -0.1859, 7.4775], [2.1882, 0.6018, 6.3985], [2.4294, 0.1266, 5.2950], [2.5587, 1.8693, 6.7014], [2.3923, 2.5772, 7.9576], [1.2782, -1.1811, 7.0952], [2.1261, -0.2675, 8.3583], [0.5468, 0.2907, 7.7619], [3.0343, 2.3447, 5.9506], [1.7968, 3.4811, 7.8195], [3.3592, 2.8580, 8.3749], [1.8917, 1.9398, 8.6776], [-5.8395, -0.3401, -5.5959], [-7.0837, 0.2800, -4.9988], [-7.1305, 1.4614, -4.6949], [-8.1589, -0.5290, -4.8176], [-8.2886, -1.9394, -5.1296], [-5.0842, 0.4354, -5.6756], [-5.4608, -1.1471, -4.9665], [-6.0394, -0.7455, -6.5879], [-8.9589, -0.0545, -4.4286], [-9.0821, -2.1072, -5.8585], [-8.5179, -2.5194, -4.2345], [-7.3606, -2.3132, -5.5488], [3.5769, -2.7624, 9.0528], [3.8279, -1.7258, 10.1218], [4.0464, -0.5546, 9.8423], [3.7849, -2.1293, 11.4178], [3.5351, -3.4604, 11.9331], [3.6604, -2.2845, 8.0837], [4.2959, -3.5792, 9.1015], [2.5763, -3.1847, 9.1539], [3.9564, -1.3881, 12.0790], [2.6504, -3.4746, 12.5715], [4.3836, -3.8213, 12.5165], [3.3710, -4.1485, 11.1106], [5.7277, -4.0129, 5.1107], [4.8969, -4.7999, 6.0981], [3.7914, -4.4210, 6.4498], [5.4309, -5.9479, 6.5917], [6.7211, -6.5404, 6.2961], [5.1595, -3.1331, 4.8256], [6.6726, -3.6991, 5.5552], [5.9457, -4.6048, 4.2211], [4.8271, -6.4276, 7.2406], [6.6052, -7.5345, 5.8621], [7.3279, -6.6285, 7.1982], [7.2585, -5.9211, 5.5862]],
  "forces_ev_per_angstrom": [[-0.08, 0.00, 0.16], [0.26, -0.10, -0.06], [-0.15, 0.18, 0.16], [-0.10, 0.02, -0.01], [0.12, -0.43, -0.23], [-0.16, 0.21, 0.52], [0.24, 0.06, -0.42], [-0.07, -1.18, -0.85], [-0.50, 0.96, 0.12], [-0.44, 0.51, 0.52], [-0.35, 0.91, 0.39], [-0.28, -0.09, 0.13], [-0.02, -0.39, -0.38], [-0.17, -0.04, 0.05], [0.23, 0.32, -0.25], [0.29, -0.20, 0.43], [1.00, -0.57, 0.30], [-0.05, 0.17, 0.03], [-0.13, 0.02, -0.20], [0.05, 0.27, 0.06], [-0.02, -0.18, -0.25], [0.05, 0.16, 0.09], [-0.04, 0.02, 0.21], [0.06, 0.19, -0.02], [-0.10, -0.03, 0.12], [0.14, -0.14, 0.21], [-0.26, 0.02, 0.03], [0.13, 0.00, 0.00], [-0.10, -0.30, -0.63], [-0.25, -0.59, 0.49], [2.94, -3.44, 2.61], [-3.99, 3.95, -3.27], [1.25, 0.27, 0.28], [-0.09, -0.06, 0.06], [0.02, 0.02, -0.06], [0.06, 0.08, -0.06], [-0.02, -0.02, 0.01], [-0.01, -0.04, -0.06], [-0.02, 0.06, -0.03], [0.02, 0.03, -0.08], [-0.01, 0.06, 0.09], [0.03, -0.07, 0.01], [0.00, -0.15, 0.00], [0.04, -0.08, -0.07], [-0.01, -0.07, -0.23], [0.03, 0.09, 0.10], [0.00, 0.12, 0.03], [0.09, -0.08, 0.00], [0.14, 0.26, 0.11], [0.08, 0.07, -0.02], [0.00, -0.03, -0.04], [0.01, 0.02, 0.10], [-0.02, -0.15, -0.01], [-0.06, 0.03, -0.07], [0.06, -0.02, 0.03], [0.04, -0.14, 0.03], [0.10, 0.06, 0.08], [-0.01, -0.04, 0.06], [0.06, -0.02, 0.05], [-0.02, -0.17, 0.14], [-0.10, 0.03, -0.06], [0.00, -0.08, -0.05], [0.01, 0.02, -0.04], [-0.07, -0.05, -0.08], [0.16, -0.11, 0.04], [-0.04, -0.19, 0.12], [-0.04, -0.09, -0.18], [-0.05, 0.11, 0.00], [0.00, -0.06, -0.03], [0.10, 0.19, -0.07], [-0.04, 0.02, -0.01], [-0.01, 0.05, -0.01], [-0.06, -0.03, 0.01], [0.11, -0.19, 0.09], [0.05, 0.08, -0.15], [-0.03, 0.02, 0.02], [-0.01, 0.08, -0.07], [0.05, -0.06, 0.01], [0.04, -0.07, 0.01], [-0.08, 0.01, 0.07], [-0.01, 0.00, 0.01], [0.01, -0.01, -0.02], [0.03, 0.00, -0.01], [-0.01, 0.00, 0.01], [-0.01, 0.01, -0.02], [0.01, 0.02, 0.00], [0.03, 0.00, -0.03], [0.00, -0.08, -0.03], [0.09, -0.02, 0.13], [-0.16, 0.02, -0.15], [-0.09, 0.09, -0.04], [0.06, -0.02, -0.07], [0.03, 0.00, -0.05], [-0.04, 0.04, 0.01], [0.02, 0.03, 0.05], [0.06, -0.02, 0.02], [-0.02, -0.02, -0.01], [0.01, -0.03, 0.02], [0.01, 0.00, 0.04], [-0.01, 0.05, 0.03], [0.01, -0.06, -0.13], [0.07, 0.02, 0.13], [-0.03, -0.05, 0.09], [-0.02, 0.10, 0.01], [-0.01, -0.01, -0.01], [0.00, -0.02, -0.02], [0.00, -0.03, 0.00], [-0.01, 0.01, -0.03], [0.01, 0.00, -0.02], [0.02, 0.00, 0.01], [0.01, -0.03, -0.01], [0.01, 0.12, 0.09], [-0.03, -0.03, -0.03], [-0.06, 0.03, 0.00], [0.01, -0.02, 0.04], [0.03, 0.08, 0.00], [0.01, -0.02, -0.03], [-0.01, -0.03, 0.01], [0.01, -0.07, -0.03], [0.01, 0.01, 0.00], [-0.02, 0.00, -0.02], [0.01, -0.01, -0.02], [-0.01, -0.03, 0.00], [-0.04, 0.02, 0.00], [0.06, 0.05, -0.04], [-0.05, -0.07, 0.00], [0.03, -0.05, 0.04], [-0.10, 0.01, 0.03], [-0.02, 0.01, 0.01], [0.02, -0.01, -0.02], [0.03, 0.00, 0.00], [-0.01, -0.01, 0.00], [0.00, 0.01, -0.03], [0.01, 0.02, 0.00], [0.03, 0.00, -0.02]],
  "mulliken_charge": [-0.437, -0.521, -0.405, -0.785, 0.635, -0.124, -2.179, 0.527, 0.323, -0.204, -0.053, -0.929, -0.136, -1.291, 0.017, -0.738, 0.826, -0.762, -0.824, -1.185, 0.763, -0.795, -1.100, 0.151, -0.954, -0.582, -0.297, -0.192, 1.109, -1.322, 0.697, -0.403, -0.044, 0.401, 0.041, 0.040, 0.303, 0.421, 0.444, 0.014, 0.483, -0.511, 0.477, 0.608, 0.255, 0.388, 0.420, 0.182, 0.626, 0.361, 0.315, 0.356, 0.408, 0.336, 0.279, 0.316, 0.419, 0.535, 0.024, -0.206, 0.059, 0.486, 0.393, 0.494, 0.111, 0.215, 0.369, 0.281, 0.457, 0.293, 0.285, 0.212, -0.129, 0.533, 0.394, -1.469, 0.874, -0.607, -0.130, -0.861, 0.287, 0.392, 0.387, 0.181, 0.291, 0.291, 0.326, -1.274, 0.936, -0.684, -0.061, -0.909, 0.329, 0.048, 0.459, 0.252, 0.306, 0.294, 0.316, -1.172, 0.824, -0.638, -0.186, -0.834, 0.059, 0.374, 0.476, 0.246, 0.290, 0.274, 0.320, -1.378, 0.679, -0.684, -0.157, -0.804, 0.344, 0.513, 0.372, 0.252, 0.280, 0.282, 0.308, -1.316, 0.851, -0.646, -0.155, -0.852, 0.249, 0.362, 0.393, 0.234, 0.288, 0.291, 0.316]
}



No. 2
{
  "formula": "C5H6S2",
  "method": "the ωB97M-V functional and the def2-TZVPD basis",
  "energy_ev": -26946.448,
  "e_above_lowest_kcal_mol": 126.31,
  "charge": 0,
  "gap_ev": 8.408,
  "species": ["C", "C", "C", "C", "C", "H", "H", "H", "H", "H", "H", "S", "S"],
  "xyz": [[2.6210, -1.1026, 0.0031], [1.6394, 0.0399, 0.0344], [-1.1077, 0.6462, 0.2006], [-2.5390, 0.1784, 0.1365], [-3.8632, 0.2985, -0.2872], [3.2251, -0.7587, 1.0214], [3.3398, -1.1125, -1.1485], [1.9233, -2.1535, 0.0375], [-1.0964, 1.2422, 1.1448], [-0.9781, 1.4432, -0.4905], [-4.9672, 0.4761, -0.3306], [1.8707, 1.5848, -0.1636], [-0.0677, -0.7820, -0.1579]],
  "forces_ev_per_angstrom": [[0.89, -0.80, -0.54], [-2.23, -2.66, -2.16], [-2.20, -0.27, 0.75], [-10.50, 1.84, -3.93], [9.57, -0.52, 3.50], [-0.79, -1.93, -2.72], [-2.14, 0.18, 4.05], [2.66, 2.76, 0.27], [0.92, -1.22, 0.03], [0.19, 0.33, -1.20], [1.64, -0.63, 0.14], [0.37, 1.26, 0.45], [1.63, 1.67, 1.34]],
  "nbo_charge": [-0.719, -0.277, -0.651, -0.033, -0.240, 0.271, 0.267, 0.244, 0.267, 0.256, 0.260, 0.091, 0.264]
}



No. 3
{
  "formula": "C4H10NO3",
  "method": "the ωB97M-V functional and the def2-TZVPD basis",
  "energy_ev": -11941.802,
  "e_above_lowest_kcal_mol": 82.90,
  "charge": -1,
  "gap_ev": 6.854,
  "species": ["O", "C", "C", "C", "C", "O", "N", "H", "H", "H", "H", "H", "H", "H", "H", "H", "H", "O"],
  "xyz": [[-2.5704, -1.2211, -0.2285], [-1.4870, -1.7424, -0.4042], [-0.2086, -0.9945, -0.8686], [0.2079, -0.1811, 0.3246], [1.7931, -0.0956, 0.3762], [2.1314, 0.9751, 1.1277], [-0.5094, -0.5359, -2.2317], [-1.4089, -2.7844, -0.1053], [0.5528, -1.7888, -1.0784], [-0.2647, -0.6795, 1.2012], [-0.1881, 0.8240, 0.4812], [1.9159, -1.1934, 0.7575], [2.1898, 0.0409, -0.6318], [0.2274, -0.0712, -2.7354], [-1.3276, 0.0481, -2.3171], [-0.1351, 2.6771, 2.2790], [1.2020, 2.4128, 1.4445], [0.3518, 2.9545, 1.5012]],
  "forces_ev_per_angstrom": [[0.49, 0.03, -0.53], [-0.26, 1.03, 0.06], [-1.34, -1.83, -1.01], [0.37, 0.47, 0.01], [-2.26, 0.49, 1.80], [0.96, -0.62, 0.55], [-0.35, 0.38, -0.27], [0.45, -0.74, 0.06], [-0.30, 0.46, 0.68], [0.96, -0.11, -0.02], [-0.13, 0.15, -0.98], [1.21, 1.06, -0.30], [0.01, -0.68, -0.72], [0.46, 0.05, 0.38], [-0.13, 0.12, 0.44], [0.30, -0.25, 0.04], [-0.85, -0.55, -0.05], [0.43, 0.55, -0.14]],
  "nbo_charge": [-0.571, 0.459, -0.140, -0.469, 0.007, -0.963, -0.859, 0.092, 0.177, 0.179, 0.248, 0.062, 0.101, 0.362, 0.359, 0.448, 0.529, -1.020]
}



No. 4
{
  "formula": "C5H10O2",
  "method": "the ωB97M-V functional and the def2-TZVPD basis",
  "smiles": "C=C/C=C/CO.O",
  "energy_ev": -9440.004,
  "e_above_lowest_kcal_mol": 70.08,
  "charge": 0,
  "gap_ev": 9.627,
  "species": ["C", "C", "C", "C", "C", "O", "H", "H", "H", "H", "H", "H", "H", "H", "O", "H", "H"],
  "xyz": [[0.3359, -2.4453, -0.5245], [0.6304, -1.3247, -1.1558], [-0.1181, -0.0747, -0.9880], [0.2983, 1.1705, -0.7292], [-0.6374, 2.2285, -0.1886], [-2.0307, 2.0292, -0.4407], [-0.5901, -2.4924, 0.0403], [0.8473, -3.3846, -0.6783], [1.5648, -1.2133, -1.7098], [-1.1611, -0.3277, -0.7622], [1.3281, 1.3633, -1.0045], [-0.5096, 3.1701, -0.7448], [-0.4306, 2.3751, 0.8734], [-2.1603, 1.2356, -0.9594], [1.0206, -1.0276, 2.6958], [0.2808, -0.4060, 2.6898], [1.3316, -0.8763, 3.5864]],
  "forces_ev_per_angstrom": [[-1.03, -0.38, -0.41], [1.57, 1.11, -0.59], [-1.19, -0.35, 1.44], [-0.49, -1.18, -0.85], [-0.10, 0.80, -1.71], [0.04, -0.44, 0.83], [0.08, -0.08, 0.14], [0.34, 0.17, 0.17], [-0.10, -0.36, -0.04], [0.02, 0.27, 0.03], [0.13, 0.58, 0.52], [0.92, -0.02, 0.56], [-0.25, 0.06, 0.03], [0.05, -0.19, -0.11], [-0.46, 0.42, 0.07], [-0.07, -0.16, -0.50], [0.53, -0.26, 0.42]],
  "nbo_charge": [-0.358, -0.218, -0.230, -0.195, -0.095, -0.718, 0.187, 0.206, 0.199, 0.169, 0.212, 0.185, 0.183, 0.471, -0.924, 0.463, 0.462]
}



Number 1: lowest unoccupied orbital energy -3.686 eV. Number 2: lowest unoccupied orbital energy -0.481 eV. Number 3: lowest unoccupied orbital energy 3.774 eV. Number 4: lowest unoccupied orbital energy 0.711 eV.